Here is a 3-piece molecular cluster, C6H11NO overall from OMol25. Energies are from ωB97M-V with the def2-TZVPD basis set.

For the HOMO energy, the calculation gives -8.29 eV. For the LUMO energy, the calculation gives -0.019 Eh. The HOMO-LUMO gap comes out at 7.776 eV. The calculation puts the total energy at -364.7891 hartree. As for the total charge: 0.

Last column: natural (NBO) charge in e.
Element x y z (Å)
C (-0.086, 1.275, -0.122)  -0.080
H (-0.960, 0.478, 1.822)  0.311
C (0.914, -0.824, -0.447)  -0.322
H (1.166, -0.489, -1.467)  0.191
C (0.081, -2.259, -1.025)  -0.300
H (-0.467, 2.463, 1.370)  0.207
H (-0.953, -0.793, 0.155)  0.181
C (-1.114, 1.668, 0.965)  -0.717
H (-0.152, -3.020, -0.327)  0.219
H (1.914, 0.351, 0.763)  0.192
H (0.481, -2.596, -2.003)  0.214
H (0.719, 1.956, -0.718)  0.222
H (-0.387, 0.531, -2.309)  0.325
H (1.457, -0.329, 2.533)  0.485
C (-0.507, -0.800, -0.896)  -0.076
H (-2.357, 2.125, 0.873)  0.258
O (0.340, -0.361, 1.722)  -0.715
N (-0.956, 0.465, -1.390)  -0.594
C (0.867, 0.157, 0.499)  -0.003